One molecule with the formula C20H18N4O4S at a distorted geometry. Source: the OMol25 dataset; level of theory: ωB97M-V with the def2-TZVPD basis set.

Calculated values
**Net charge**: 0
**HOMO**: -7.79 eV
**Energy relative to the best compared isomer or geometry (same formula, charge and spin)**: 74.0 kcal/mol
**E_LUMO**: -0.11 eV

The geometry in XYZ format:
```
47
C20H18N4O4S (ωB97M-V with the def2-TZVPD basis set)
C -4.8780 -1.6283 0.2861
C -4.3845 -2.0762 -1.0852
O -3.3846 -3.0748 -0.9887
C -2.1196 -2.7385 -0.6365
C -1.6145 -1.4421 -0.5606
C -0.2914 -1.2356 -0.2206
C 0.5524 -2.3052 0.0626
C 1.9324 -2.1144 0.4413
N 2.6897 -3.0321 1.0164
N 3.8997 -2.5505 1.2433
C 3.9307 -1.3113 0.8062
C 4.9434 -0.3340 0.7716
C 4.6450 0.8620 0.1974
C 3.3372 1.0624 -0.3349
S 3.0147 2.5920 -1.1229
C 1.3064 2.3560 -1.6898
C 0.3181 2.5339 -0.5926
C 0.4193 3.1119 0.6456
C -0.8565 3.0075 1.2308
C -1.6500 2.3717 0.3067
C -3.0599 1.9836 0.3489
O -3.6331 1.3565 -0.5083
O -3.6399 2.4241 1.4763
C -5.0160 2.1094 1.6421
O -0.9266 2.0846 -0.8003
N 2.3798 0.1831 -0.2911
N 2.6805 -0.9831 0.2778
C 0.0412 -3.6050 -0.0034
C -1.2701 -3.8154 -0.3537
H -5.6732 -0.8990 0.1629
H -4.0654 -1.1739 0.8480
H -5.2542 -2.4815 0.8459
H -4.0343 -1.2148 -1.6627
H -5.1959 -2.5597 -1.6362
H -2.2365 -0.5866 -0.7696
H 0.0893 -0.2288 -0.1634
H 5.9100 -0.5653 1.1867
H 5.3603 1.6637 0.1193
H 1.2233 1.3568 -2.1201
H 1.1570 3.1028 -2.4733
H 1.2944 3.5530 1.0768
H -1.1607 3.3476 2.1985
H -5.1227 1.1023 2.0506
H -5.4176 2.8411 2.3389
H -5.5343 2.1633 0.6827
H 0.6960 -4.4303 0.2257
H -1.6761 -4.8127 -0.4175
```